Version one
{"formula": "C32H44N4O2SSi2W", "method": "wB97M-V/def2-TZVPD", "lumo_ha": 0.0156, "orbital_gap_ev": 6.277, "elements": ["W", "C", "Si", "C", "C", "C", "C", "C", "C", "C", "C", "N", "Si", "C", "C", "C", "H", "H", "H", "H", "H", "H", "H", "H", "H", "H", "H", "H", "H", "H", "H", "H", "H", "H", "H", "H", "H", "H", "N", "C", "C", "C", "C", "C", "C", "H", "H", "H", "H", "H", "C", "C", "C", "C", "C", "C", "C", "C", "C", "C", "O", "O", "H", "H", "H", "H", "H", "H", "H", "H", "H", "H", "H", "C", "N", "C", "C", "N", "C", "S", "H", "H", "H", "H", "H", "H"], "positions_angstrom": [[0.15, -0.27, 0.08], [0.80, 3.51, 1.07], [0.92, 2.22, 2.43], [1.99, 2.99, 3.78], [-0.76, 2.01, 3.23], [1.51, 0.64, 1.68], [2.61, 0.64, 0.70], [3.77, 1.42, 0.64], [4.68, 1.17, -0.37], [4.42, 0.18, -1.32], [3.22, -0.49, -1.25], [2.34, -0.26, -0.28], [2.01, -0.71, 2.91], [0.74, -0.88, 4.28], [2.31, -2.36, 2.07], [3.63, -0.23, 3.74], [0.32, 4.42, 1.45], [0.20, 3.15, 0.23], [1.78, 3.80, 0.68], [1.60, 3.97, 4.05], [3.03, 3.12, 3.47], [1.99, 2.37, 4.69], [-1.27, 2.98, 3.25], [-0.68, 1.65, 4.26], [-1.37, 1.30, 2.66], [3.96, 2.17, 1.40], [5.60, 1.74, -0.42], [5.12, -0.03, -2.12], [2.95, -1.24, -1.99], [-0.27, -0.75, 3.88], [0.90, -0.12, 5.05], [0.80, -1.86, 4.74], [1.43, -2.68, 1.50], [2.52, -3.12, 2.82], [3.16, -2.32, 1.39], [3.52, 0.70, 4.29], [4.45, -0.12, 3.03], [3.92, -1.02, 4.44], [-0.67, -1.51, 1.02], [-1.15, -2.71, 1.51], [-1.77, -2.81, 2.76], [-2.24, -4.04, 3.21], [-2.10, -5.18, 2.44], [-1.48, -5.09, 1.19], [-1.02, -3.88, 0.73], [-1.87, -1.94, 3.39], [-2.71, -4.10, 4.19], [-2.46, -6.14, 2.81], [-1.37, -5.97, 0.58], [-0.55, -3.78, -0.24], [-0.89, -0.05, -8.30], [-0.66, -0.11, -6.81], [0.43, 0.51, -6.23], [0.64, 0.49, -4.86], [1.84, 1.22, -4.30], [-0.26, -0.21, -4.04], [-1.38, -0.84, -4.61], [-2.42, -1.57, -3.79], [-1.56, -0.77, -5.99], [-0.07, -0.27, -2.57], [-0.38, -1.29, -1.90], [0.39, 0.74, -1.92], [0.02, 0.23, -8.83], [-1.66, 0.69, -8.54], [-1.23, -1.01, -8.68], [1.15, 1.03, -6.86], [2.48, 1.56, -5.12], [2.43, 0.59, -3.64], [1.53, 2.08, -3.71], [-2.02, -2.50, -3.40], [-3.29, -1.78, -4.40], [-2.73, -0.98, -2.93], [-2.43, -1.25, -6.43], [-3.81, 3.47, 0.67], [-3.80, 2.13, 1.23], [-4.58, 1.71, 2.29], [-4.23, 0.44, 2.57], [-3.24, 0.11, 1.67], [-2.96, 1.14, 0.87], [-1.85, 1.16, -0.42], [-4.82, 3.74, 0.37], [-3.15, 3.49, -0.20], [-3.45, 4.19, 1.41], [-5.33, 2.35, 2.73], [-4.59, -0.25, 3.31], [-2.70, -0.75, 1.65]]}

***

Version two
{"formula": "C32H44N4O2SSi2W", "method": "wB97M-V/def2-TZVPD", "lumo_ha": [0.0122, 0.0122], "orbital_gap_ev": [6.702, 6.701], "elements": ["W", "C", "Si", "C", "C", "C", "C", "C", "C", "C", "C", "N", "Si", "C", "C", "C", "H", "H", "H", "H", "H", "H", "H", "H", "H", "H", "H", "H", "H", "H", "H", "H", "H", "H", "H", "H", "H", "H", "N", "C", "C", "C", "C", "C", "C", "H", "H", "H", "H", "H", "C", "C", "C", "C", "C", "C", "C", "C", "C", "C", "O", "O", "H", "H", "H", "H", "H", "H", "H", "H", "H", "H", "H", "C", "N", "C", "C", "N", "C", "S", "H", "H", "H", "H", "H", "H"], "positions_angstrom": [[0.35, -0.14, -0.09], [-3.18, 1.38, 1.35], [-2.83, -0.41, 1.76], [-2.11, -0.52, 3.50], [-4.49, -1.31, 1.79], [-1.63, -1.19, 0.57], [-0.85, -2.33, 1.08], [-1.24, -3.52, 1.68], [-0.29, -4.47, 2.01], [1.05, -4.23, 1.73], [1.40, -3.03, 1.14], [0.48, -2.10, 0.86], [-2.22, -1.61, -1.15], [-0.59, -1.73, -2.14], [-3.08, -3.27, -1.31], [-3.32, -0.28, -1.87], [-3.73, 1.84, 2.17], [-3.79, 1.46, 0.45], [-2.27, 1.96, 1.17], [-2.83, -0.13, 4.23], [-1.20, 0.08, 3.58], [-1.88, -1.55, 3.78], [-5.17, -0.85, 2.51], [-4.39, -2.37, 2.06], [-4.97, -1.27, 0.81], [-2.30, -3.69, 1.86], [-0.59, -5.40, 2.47], [1.81, -4.96, 1.95], [2.42, -2.78, 0.91], [0.01, -2.59, -1.85], [0.04, -0.81, -2.11], [-0.77, -1.79, -3.22], [-2.44, -4.10, -1.00], [-3.39, -3.45, -2.34], [-3.97, -3.28, -0.68], [-2.87, 0.70, -1.75], [-4.30, -0.28, -1.39], [-3.48, -0.46, -2.94], [2.07, -0.21, -0.51], [3.44, -0.32, -0.58], [4.06, -1.33, -1.33], [5.44, -1.40, -1.38], [6.22, -0.48, -0.69], [5.61, 0.52, 0.05], [4.23, 0.61, 0.10], [3.44, -2.04, -1.86], [5.91, -2.18, -1.96], [7.30, -0.54, -0.73], [6.21, 1.25, 0.58], [3.73, 1.40, 0.64], [4.92, 4.73, -0.70], [3.51, 4.23, -0.88], [3.20, 3.31, -1.86], [1.91, 2.81, -2.02], [1.62, 1.82, -3.12], [0.90, 3.27, -1.16], [1.17, 4.26, -0.21], [0.07, 4.86, 0.61], [2.48, 4.71, -0.07], [-0.49, 2.71, -1.27], [-1.45, 3.40, -1.53], [-0.60, 1.42, -1.00], [5.63, 4.08, -1.20], [5.19, 4.79, 0.35], [5.03, 5.73, -1.12], [3.98, 2.94, -2.52], [2.34, 1.94, -3.93], [0.62, 1.97, -3.53], [1.68, 0.80, -2.75], [-0.53, 4.10, 1.11], [-0.62, 5.43, -0.02], [0.48, 5.53, 1.37], [2.69, 5.46, 0.68], [2.71, 2.77, 3.75], [2.44, 1.34, 3.79], [3.00, 0.43, 4.67], [2.51, -0.78, 4.35], [1.65, -0.59, 3.30], [1.60, 0.70, 2.95], [0.70, 1.45, 1.71], [3.70, 2.95, 4.16], [1.96, 3.33, 4.31], [2.68, 3.10, 2.71], [3.70, 0.73, 5.43], [2.70, -1.75, 4.78], [1.13, -1.29, 2.78]]}

***

Pick version one: it beats the second-best structure by 0.243 eV.

***

Version one
{"formula": "C23H28N2O2", "method": "wB97M-V/def2-TZVPD", "lumo_ha": 0.0268, "orbital_gap_ev": 9.142, "elements": ["C", "C", "C", "C", "C", "C", "C", "C", "N", "C", "C", "N", "C", "H", "C", "C", "H", "H", "C", "O", "H", "H", "H", "H", "H", "C", "C", "C", "C", "C", "C", "C", "C", "C", "O", "H", "H", "H", "H", "H", "H", "H", "H", "H", "H", "H", "H", "H", "H", "H", "H", "H", "H", "H", "H"], "positions_angstrom": [[-3.80, -2.61, -0.53], [-4.40, -1.30, -0.08], [-5.69, -0.98, -0.49], [-6.30, 0.20, -0.10], [-5.62, 1.08, 0.72], [-4.34, 0.77, 1.14], [-3.71, -0.41, 0.74], [-2.30, -0.65, 1.21], [-1.42, 0.40, 0.70], [-0.12, 0.45, 1.37], [0.87, -0.60, 0.88], [1.04, -0.45, -0.56], [-0.24, -0.67, -1.22], [-0.10, -0.58, -2.29], [-1.27, 0.37, -0.75], [-0.90, 1.76, -1.29], [0.08, 2.05, -0.93], [-0.86, 1.70, -2.38], [-1.93, 2.82, -0.90], [-1.91, 3.13, 0.47], [-1.93, 2.28, 0.93], [-1.73, 3.75, -1.43], [-2.94, 2.47, -1.19], [-2.24, 0.10, -1.17], [-0.62, -1.69, -1.01], [2.08, -1.31, -1.09], [3.42, -0.91, -0.57], [4.23, -1.51, 0.35], [5.39, -0.68, 0.46], [6.56, -0.71, 1.20], [7.47, 0.31, 1.03], [7.23, 1.35, 0.14], [6.08, 1.42, -0.61], [5.16, 0.39, -0.43], [3.97, 0.23, -1.05], [5.88, 2.22, -1.29], [7.97, 2.14, 0.04], [8.39, 0.30, 1.60], [6.75, -1.52, 1.89], [4.04, -2.42, 0.87], [2.08, -1.19, -2.18], [1.91, -2.38, -0.85], [1.83, -0.45, 1.37], [0.51, -1.62, 1.14], [-0.28, 0.35, 2.44], [0.31, 1.44, 1.18], [-2.28, -0.58, 2.31], [-1.96, -1.66, 0.94], [-3.80, 1.45, 1.78], [-6.08, 2.01, 1.03], [-7.30, 0.43, -0.44], [-6.23, -1.67, -1.13], [-4.51, -3.15, -1.16], [-2.89, -2.44, -1.11], [-3.56, -3.24, 0.32]]}

***

Version two
{"formula": "C23H28N2O2", "method": "wB97M-V/def2-TZVPD", "lumo_ha": 0.0215, "orbital_gap_ev": 9.078, "elements": ["C", "H", "H", "H", "C", "C", "C", "C", "C", "C", "C", "H", "H", "C", "N", "C", "O", "C", "H", "C", "C", "O", "N", "C", "H", "C", "C", "C", "C", "C", "C", "C", "H", "H", "C", "H", "H", "H", "H", "H", "H", "H", "H", "C", "H", "H", "H", "H", "H", "H", "H", "H", "H", "H", "H"], "positions_angstrom": [[-6.65, -2.71, -0.35], [-5.99, -3.06, -1.14], [-7.25, -3.54, 0.01], [-7.32, -1.96, -0.77], [-5.83, -2.10, 0.80], [-5.01, -0.95, 0.30], [-3.74, -1.15, -0.21], [-3.00, -0.10, -0.71], [-3.52, 1.19, -0.72], [-4.80, 1.40, -0.21], [-5.53, 0.34, 0.29], [-6.53, 0.51, 0.68], [-5.22, 2.39, -0.21], [-2.68, 2.33, -1.23], [-1.57, 2.59, -0.33], [-0.31, 2.19, -0.60], [0.02, 1.70, -1.66], [0.66, 2.38, 0.56], [0.36, 3.24, 1.17], [2.11, 2.54, 0.09], [2.93, 1.72, 1.06], [4.14, 1.74, 1.19], [2.08, 0.95, 1.78], [2.53, -0.14, 2.60], [3.56, 0.10, 2.89], [2.52, -1.49, 1.86], [3.38, -1.39, 0.63], [2.84, -1.03, -0.60], [3.65, -0.85, -1.70], [5.02, -1.04, -1.62], [5.56, -1.42, -0.39], [4.75, -1.59, 0.72], [5.19, -1.87, 1.66], [6.62, -1.57, -0.30], [5.91, -0.82, -2.80], [6.68, -1.59, -2.85], [5.34, -0.83, -3.72], [6.41, 0.14, -2.71], [3.21, -0.56, -2.64], [1.77, -0.87, -0.70], [1.49, -1.74, 1.58], [2.89, -2.26, 2.53], [1.90, -0.19, 3.50], [0.70, 1.10, 1.42], [0.34, 0.24, 0.84], [0.08, 1.19, 2.32], [2.22, 2.11, -0.91], [2.45, 3.58, 0.06], [-1.80, 2.91, 0.60], [-2.24, 2.08, -2.19], [-3.28, 3.24, -1.33], [-2.01, -0.27, -1.11], [-3.32, -2.15, -0.21], [-5.18, -2.87, 1.21], [-6.51, -1.77, 1.58]]}

***

Pick version two: it beats the second-best structure by 2.089 eV.